{"formula": "C22H26N4O2", "method": "ωB97M-V/def2-TZVPD", "species": ["C", "H", "H", "H", "C", "N", "C", "C", "C", "O", "O", "C", "H", "H", "H", "C", "N", "C", "N", "C", "H", "H", "C", "C", "C", "C", "C", "N", "C", "H", "H", "H", "H", "H", "H", "H", "C", "C", "C", "C", "C", "C", "H", "H", "H", "H", "H", "H", "C", "H", "H", "H", "H", "H"], "positions_angstrom": [[1.097137, -3.843535, 1.294509], [2.143386, -3.647186, 1.516670], [0.957662, -3.814582, 0.218087], [0.843971, -4.836791, 1.654628], [0.182657, -2.810083, 1.946219], [0.494070, -1.457124, 1.517028], [1.325071, -0.629163, 2.226874], [1.511311, 0.668156, 1.850629], [2.354813, 1.619897, 2.557514], [2.993648, 1.439869, 3.574603], [2.366994, 2.827408, 1.938038], [3.140992, 3.827767, 2.574341], [4.189004, 3.524394, 2.629510], [2.775627, 4.004382, 3.588272], [3.034044, 4.724607, 1.969077], [0.771614, 1.215644, 0.650876], [0.382517, 0.118086, -0.212652], [-0.021422, -1.091569, 0.277594], [-0.758843, -1.943427, -0.322269], [-1.319801, -1.682782, -1.614392], [-2.160425, -2.373030, -1.732647], [-1.714595, -0.656283, -1.713969], [-0.300146, -1.944114, -2.742736], [-0.918046, -1.659304, -4.074214], [-0.811803, -0.411058, -4.677204], [-1.440618, -0.185636, -5.890149], [-2.162615, -1.223801, -6.458370], [-2.274498, -2.415823, -5.897769], [-1.670513, -2.622000, -4.742661], [-1.788075, -3.614120, -4.324842], [-2.673410, -1.101414, -7.404323], [-1.371102, 0.772230, -6.382735], [-0.235660, 0.373687, -4.204618], [0.576908, -1.312039, -2.585044], [0.012898, -2.987658, -2.681910], [-0.118928, 0.413056, -1.038654], [-0.423540, 2.038471, 1.096856], [-0.483710, 3.399537, 0.832238], [-1.571760, 4.147823, 1.245676], [-2.616691, 3.539814, 1.919861], [-2.567238, 2.180936, 2.180887], [-1.475930, 1.434760, 1.774282], [-1.444831, 0.375065, 1.983322], [-3.379875, 1.700091, 2.705420], [-3.467225, 4.122567, 2.241356], [-1.605081, 5.207670, 1.039134], [0.332973, 3.874695, 0.308906], [1.443886, 1.860382, 0.071287], [1.989715, -1.214751, 3.431325], [2.436453, -2.178587, 3.203685], [1.265370, -1.344752, 4.235144], [2.758076, -0.536993, 3.786852], [0.238904, -2.867435, 3.031791], [-0.843323, -3.005955, 1.628669]], "forces_ev_per_angstrom": [[-0.14, 0.16, 0.11], [0.12, -0.01, 0.05], [0.01, -0.04, -0.09], [0.01, -0.15, 0.02], [-0.02, -0.56, 0.04], [0.04, 0.21, 0.16], [0.36, 0.61, 0.15], [-0.17, -0.27, -0.51], [0.38, 0.03, 0.45], [-0.02, 0.22, -0.08], [-0.20, -0.35, -0.21], [0.25, 0.15, 0.31], [-0.09, 0.07, 0.00], [0.05, 0.02, -0.09], [0.00, -0.03, 0.01], [0.04, 0.21, 0.23], [0.03, -0.01, -0.25], [-0.36, -0.23, -0.63], [0.03, -0.12, 0.30], [0.20, 0.10, -0.04], [-0.02, 0.21, -0.16], [-0.05, -0.09, -0.05], [-0.30, 0.04, 0.19], [0.08, 0.08, -0.18], [-0.09, -0.16, -0.05], [0.00, -0.03, 0.05], [0.04, 0.29, -0.12], [-0.30, -0.36, -0.26], [0.20, 0.11, 0.26], [0.06, -0.10, 0.13], [-0.01, 0.10, -0.08], [-0.01, 0.06, -0.06], [0.06, 0.05, 0.05], [0.04, -0.08, -0.03], [0.08, 0.02, 0.03], [0.01, -0.11, 0.07], [0.01, 0.16, -0.18], [0.02, -0.12, -0.01], [-0.08, 0.11, 0.00], [-0.04, 0.11, 0.01], [-0.04, -0.10, 0.05], [0.00, 0.02, -0.02], [-0.01, -0.12, 0.05], [-0.07, -0.03, 0.04], [-0.06, 0.05, 0.02], [-0.01, 0.08, -0.02], [0.11, 0.04, -0.05], [-0.18, -0.14, 0.15], [0.17, 0.07, 0.08], [-0.06, -0.13, -0.02], [-0.05, -0.07, 0.05], [-0.09, -0.11, -0.01], [-0.03, 0.08, -0.09], [0.14, 0.02, 0.21]], "nbo_charge": [-0.62, 0.20, 0.23, 0.21, -0.22, -0.43, 0.34, -0.28, 0.78, -0.63, -0.53, -0.26, 0.19, 0.19, 0.19, -0.07, -0.62, 0.61, -0.57, -0.22, 0.20, 0.16, -0.43, -0.05, -0.17, -0.25, 0.02, -0.41, 0.03, 0.19, 0.19, 0.22, 0.21, 0.21, 0.22, 0.40, 0.05, -0.22, -0.22, -0.20, -0.21, -0.23, 0.21, 0.21, 0.21, 0.21, 0.21, 0.22, -0.68, 0.22, 0.23, 0.28, 0.20, 0.25], "e_lumo_ev": 0.546, "molar_mass_g_mol": 378.48, "total_charge": 0, "homo_energy_ev": -8.1393, "relative_energy_kcal_mol": 29.2, "energy_ev": -33291.8411}